Here is a structure of composition C28H42ClCrN4O9P2 from the OMol25 dataset. Energies are from ωB97M-V with the def2-TZVPD basis set.

The geometry in ORCA input format:
```
! wB97M-V def2-TZVPD RIJCOSX def2/J DEFGRID3
* xyz 0 4
Cr -0.3418 0.0767 -0.3276
O 0.1845 0.9189 1.5936
Cl 0.3826 -0.3960 2.3072
O -0.0651 -1.3526 1.2143
O 1.8237 -0.5942 2.4586
O 2.1776 -0.0378 -0.2889
C -3.3151 1.0573 -3.5345
N -2.3217 1.6077 -2.6349
C -2.9354 2.3220 -1.5230
P -0.5865 1.5227 -2.6692
O -0.0440 1.7593 -1.2233
O 1.4415 -0.2345 -3.0436
P 1.4956 -1.6971 -2.4480
O 0.4937 -2.0027 -1.4059
N 1.4058 -2.7311 -3.7156
C 0.8617 -4.0681 -3.5365
C 2.0673 -2.5052 -4.9845
N 3.0255 -1.6857 -1.7866
C 3.3174 -0.5153 -0.9533
C 4.1891 -2.0912 -2.5537
N -0.3789 3.1133 -3.3073
C 0.8849 3.7815 -3.0846
C -1.0317 3.5400 -4.5200
H -4.0222 1.8535 -3.7923
H -3.8745 0.2421 -3.0659
H -2.8683 0.7050 -4.4602
H -3.5432 3.1432 -1.9183
H -2.1721 2.7309 -0.8661
H -3.5671 1.6333 -0.9605
H 0.3237 -4.1186 -2.5935
H 1.6552 -4.8222 -3.5436
H 0.1646 -4.2855 -4.3494
H 2.4905 -1.5032 -5.0239
H 1.3460 -2.6005 -5.8011
H 2.8708 -3.2312 -5.1467
H 2.2441 -0.2632 0.6595
H 3.7001 0.2952 -1.5898
H 4.0888 -0.7944 -0.2301
H 3.9701 -2.9865 -3.1307
H 5.0020 -2.3333 -1.8666
H 4.5438 -1.3064 -3.2363
H 1.3889 3.3565 -2.2186
H 0.7156 4.8437 -2.8850
H 1.5542 3.7169 -3.9564
H -1.9498 2.9821 -4.6898
H -0.3916 3.4123 -5.4072
H -1.2962 4.6014 -4.4661
C -3.0564 -3.4474 -4.0041
C -3.1817 -3.2134 -2.6420
C -2.5396 -2.1233 -2.0831
C -1.7933 -1.2347 -2.8627
C -1.1529 -0.1349 -2.1943
C 0.7325 0.7526 -3.8006
C 0.0684 0.2635 -5.0433
C -0.9064 -0.6419 -5.1989
C -1.6541 -1.4833 -4.2468
C -2.3003 -2.5927 -4.7921
H -3.5535 -4.2943 -4.4601
H -3.7753 -3.8723 -2.0231
H -2.6203 -1.9132 -1.0269
H 1.5114 1.4710 -4.0586
H 0.4055 0.7516 -5.9525
H -1.2075 -0.8195 -6.2277
H -2.2145 -2.7809 -5.8558
C -8.3612 -1.3693 0.1485
C -6.9295 -1.0450 0.4750
C -6.5303 0.2652 0.7028
C -5.2151 0.5820 1.0237
C -4.8454 1.9993 1.3697
C -4.2777 -0.4439 1.0916
C -4.6581 -1.7750 0.9162
C -3.6780 -2.8989 1.1222
C -5.9815 -2.0541 0.5979
C -2.8229 -0.1396 1.3397
O -2.3611 -0.1384 2.4654
O -2.1974 0.0832 0.2179
H -8.8406 -0.5479 -0.3841
H -8.9385 -1.5528 1.0570
H -8.4312 -2.2637 -0.4703
H -7.2628 1.0630 0.6362
H -5.1167 2.2115 2.4057
H -5.3757 2.7116 0.7360
H -3.7757 2.1820 1.2781
H -2.6412 -2.5898 0.9827
H -3.8885 -3.7331 0.4510
H -3.7518 -3.2735 2.1456
H -6.2807 -3.0858 0.4450
*
```

Calculated values
ΔE to the lowest compared entry with this formula, charge and spin   114.2 kcal/mol
E   -113623.1025 eV
HOMO level (spin up / spin down)   -7.89 / -7.94 eV
Molar mass   728.06 u
Frontier orbital gap (spin up / spin down)   0.2651 / 0.2617 Ha



Here is an isolated molecule of C3H3N3O from the OMol25 dataset. Energies are from ωB97M-V with the def2-TZVPD basis set.

The geometry in ORCA input format:
```
! wB97M-V def2-TZVPD RIJCOSX def2/J DEFGRID3
* xyz 0 1
O 2.0047 -0.3472 0.4569
C 0.8448 -0.0580 -0.1499
C 0.3181 1.2537 -0.1370
N -0.9603 1.3506 0.1551
N -1.7496 0.2756 0.1891
C -1.2383 -0.8349 -0.3164
N 0.0680 -1.0623 -0.4701
H 1.7318 -1.0895 1.0220
H 0.8978 2.1689 -0.2294
H -1.9171 -1.6570 -0.5204
*
```

Calculated values
ΔE to the lowest compared entry with this formula, charge and spin   44.2 kcal/mol
E   -9675.5368 eV
HOMO level   -9.80 eV
Molar mass   97.08 u
Frontier orbital gap   0.3680 Ha
SMILES string   Oc1cnncn1



Here is an isolated molecule of C2H4N4O from the OMol25 dataset. Energies are from ωB97M-V with the def2-TZVPD basis set.

The geometry in ORCA input format:
```
! wB97M-V def2-TZVPD RIJCOSX def2/J DEFGRID3
* xyz 0 1
N 2.1877 0.3931 0.0130
C 0.8653 0.0776 -0.0174
N 0.4030 -1.0405 0.4752
N -0.9654 -0.8584 0.3598
C -1.1564 0.3810 -0.2096
O -2.4270 0.7788 -0.1336
N -0.0621 1.0056 -0.4876
H 2.8094 -0.3820 0.1809
H 2.4857 1.1015 -0.6345
H -1.4513 -1.6291 -0.0879
H -2.6433 0.1461 0.5878
*
```

Calculated values
ΔE to the lowest compared entry with this formula, charge and spin   22.7 kcal/mol
E   -10146.1490 eV
HOMO level   -8.70 eV
Molar mass   100.08 u
Frontier orbital gap   0.3442 Ha
SMILES string   Nc1n[nH]c(O)n1



Here is a structure of composition C18H31BCuF6N7O5S5 from the OMol25 dataset. Energies are from ωB97M-V with the def2-TZVPD basis set.

The geometry in ORCA input format:
```
! wB97M-V def2-TZVPD RIJCOSX def2/J DEFGRID3
* xyz -1 2
Cu 0.9879 -0.0307 0.5237
C 4.1676 1.5661 -0.0107
N 4.1610 1.0830 1.3553
C 5.1634 0.3520 1.9406
C 4.7113 -0.0078 3.1625
N 3.4440 0.4961 3.3239
B 2.7013 0.2535 4.6876
N 1.1683 0.4314 4.5327
C 0.4218 1.3055 5.2782
C -0.8659 1.2187 4.8716
N -0.8935 0.2844 3.8638
C -2.0594 -0.1064 3.0985
C 0.3559 -0.1896 3.6631
S 0.7874 -1.3623 2.4813
C 3.1124 1.1612 2.2081
S 1.6466 1.9821 1.8027
H 5.1992 1.5824 -0.3588
H 3.7407 2.5657 -0.0496
H 3.5761 0.8924 -0.6317
H 6.0803 0.1299 1.4268
H 5.1711 -0.6006 3.9309
H 2.9616 -0.8752 5.0285
H 3.0741 1.0740 5.4988
H 0.8796 1.9293 6.0229
H -1.7518 1.7365 5.1903
H -2.9176 0.4497 3.4702
H -2.2403 -1.1752 3.1944
H -1.9057 0.1206 2.0490
C 3.2766 -1.8225 -2.2483
C 2.2099 -2.0099 -1.1724
C 2.2736 -3.4137 -0.5729
O 2.3897 -1.0512 -0.1782
H 3.1993 -2.5896 -3.0229
H 4.2665 -1.8884 -1.7887
H 3.1724 -0.8421 -2.7159
H 1.2249 -1.8987 -1.6601
H 3.2528 -3.5708 -0.1142
H 2.1084 -4.1844 -1.3311
H 1.5158 -3.5217 0.2039
C -2.6774 2.1434 -1.1663
N -1.3003 2.5188 -1.4823
C -0.6663 3.2694 -0.4154
C -0.5401 1.6622 -2.2364
S 1.0321 1.2059 -1.8037
N -1.0905 1.2262 -3.3752
C -2.1608 1.9235 -4.0700
C -0.5033 0.1272 -4.1250
H -2.7310 1.8001 -0.1288
H -3.0086 1.3301 -1.8018
H -3.3532 2.9936 -1.2906
H -1.3151 4.1132 -0.1727
H 0.3039 3.6382 -0.7370
H -0.5197 2.6632 0.4802
H -2.3980 2.8545 -3.5656
H -3.0491 1.2952 -4.1379
H -1.8224 2.1503 -5.0848
H -0.1050 -0.6153 -3.4396
H 0.3080 0.4850 -4.7657
H -1.2886 -0.3229 -4.7287
F -0.8840 -3.3434 -1.1193
C -1.8493 -3.0959 -0.2334
F -2.8405 -3.9594 -0.4246
F -1.3653 -3.2800 0.9922
S -2.4408 -1.3504 -0.4033
O -1.2639 -0.5682 -0.1037
O -3.5539 -1.2494 0.4989
N -2.7949 -1.1410 -1.9176
S -4.1024 -1.6207 -2.6719
O -4.0564 -1.0541 -3.9905
O -4.4211 -3.0071 -2.5206
C -5.5443 -0.7376 -1.8830
F -6.5215 -0.6346 -2.7913
F -5.2149 0.5022 -1.5004
F -6.0285 -1.3955 -0.8380
*
```

Calculated values
ΔE to the lowest compared entry with this formula, charge and spin   0.0 kcal/mol
E   -155639.1821 eV
HOMO level (spin up / spin down)   -4.92 / -5.21 eV
Molar mass   774.17 u
Frontier orbital gap (spin up / spin down)   0.2733 / 0.2512 Ha



Here is a structure of composition C4H3FO5Tm from the OMol25 dataset. Energies are from ωB97M-V with the def2-TZVPD basis set.

The geometry in ORCA input format:
```
! wB97M-V def2-TZVPD RIJCOSX def2/J DEFGRID3
* xyz 1 3
C 1.8214 -0.8390 -0.6537
C 1.5914 0.5996 -1.1283
F 2.9265 -0.8594 0.1611
H 1.9942 -1.5258 -1.4912
H 1.5294 1.2705 -0.2634
H 2.4865 0.8862 -1.6946
O 0.4909 0.7237 -2.0004
C -0.8126 0.9111 -1.5383
O -1.6224 1.0606 -2.4335
O 0.2505 0.0606 1.6535
Tm -1.5876 0.8270 0.7081
O -1.0118 -1.6944 1.2657
O 0.6947 -1.3347 -0.0218
C 0.0602 -1.0833 1.1529
*
```

Calculated values
E   -46672.1679 eV
HOMO level (spin up / spin down)   -13.85 / -13.79 eV
Molar mass   319.00 u
Frontier orbital gap (spin up / spin down)   0.2579 / 0.2448 Ha



Here is a structure of composition C19H14F6FeN6O7PSTe4 from the OMol25 dataset. Energies are from ωB97M-V with the def2-TZVPD basis set.

The geometry in ORCA input format:
```
! wB97M-V def2-TZVPD RIJCOSX def2/J DEFGRID3
* xyz -1 5
Fe -0.1720 -0.1516 0.2492
Te 1.8027 0.9123 2.5234
Te 3.2833 1.3910 4.5304
Te 0.6051 -2.6037 3.9256
Te 1.1236 -2.3477 1.4004
F 0.6749 -0.5886 -1.7226
P 1.8978 -1.4320 -2.5469
F 0.8457 -1.6047 -3.7530
F 3.0282 -2.2130 -3.3431
F 1.3429 -2.7998 -1.8776
F 2.8451 -1.1985 -1.2814
F 2.3658 -0.0120 -3.1635
O -6.5124 2.8167 3.1891
C -5.7636 3.6352 2.3150
N -4.8538 2.8827 1.4880
C -4.9617 2.8365 0.1341
O -5.8278 3.4231 -0.4872
C -3.9261 2.0205 -0.5885
C -4.1047 1.7818 -1.9433
C -3.1357 1.0794 -2.6339
C -2.0268 0.6175 -1.9476
N -1.8534 0.8319 -0.6373
C -2.7798 1.5347 0.0157
H -5.9437 2.5166 3.9047
H -5.2086 4.3917 2.8752
H -6.4704 4.1172 1.6472
H -4.1421 2.3389 1.9440
H -4.9879 2.1757 -2.4281
H -3.2244 0.8920 -3.6943
H -1.2463 0.0596 -2.4468
H -2.5428 1.7683 1.0442
O -1.9642 -0.3858 2.6403
C -1.2521 -0.3203 1.7695
O 1.2591 -5.5173 0.3348
S -0.1407 -5.2308 0.3596
O -0.9735 -5.9197 1.2978
N -0.4006 -3.5752 0.5096
C -1.0550 -3.0466 -0.5791
O -1.3444 -1.8642 -0.6944
C -1.3518 -4.0828 -1.6038
C -1.9852 -3.8884 -2.8155
C -2.1340 -4.9853 -3.6530
C -1.6588 -6.2383 -3.2770
C -1.0196 -6.4286 -2.0580
C -0.8728 -5.3234 -1.2463
H -2.3332 -2.9025 -3.0926
H -2.6165 -4.8672 -4.6141
H -1.7822 -7.0769 -3.9498
H -0.6417 -7.3976 -1.7615
N 1.0757 2.4883 -2.2101
C 0.6322 2.5912 -0.9400
O 0.8154 1.6096 -0.1597
C -0.0399 3.7659 -0.5227
C -0.2336 4.8341 -1.4311
N -0.4050 5.6677 -2.2127
C -0.5698 3.8357 0.7834
N -1.0172 3.8947 1.8483
H 1.6122 1.6736 -2.4694
H 1.0345 3.2792 -2.8291
*
```

Calculated values
ΔE to the lowest compared entry with this formula, charge and spin   54.6 kcal/mol
E   -143201.6424 eV
HOMO level (spin up / spin down)   -5.21 / -5.19 eV
Molar mass   1181.63 u
Frontier orbital gap (spin up / spin down)   0.2229 / 0.1934 Ha